# 1
Computed, not measured: a 11-piece molecular cluster, H22N2O12 overall in a non-equilibrium geometry, with ωB97M-V/def2-TZVPD.

Values from the calculation:
HOMO energy	-10.1	eV
F_max	10.8	eV/A
charge	0

```
36
H22N2O12 | the OMol25 dataset | ωB97M-V/def2-TZVPD
O 2.03933 2.21222 2.64581
O -0.85967 2.96522 0.94181
O 0.43233 -0.29978 0.66281
O -4.05567 0.42522 1.04081
O -0.49567 1.08522 3.06581
O -1.21467 1.57922 -3.39719
O 0.36433 0.67022 -1.30519
O 1.73233 -1.63578 2.63381
O -1.29867 -2.31678 1.69981
O -1.27067 -0.25778 -0.51819
O 2.54833 1.43422 -1.56319
O -1.22267 -2.50678 -2.35119
N 2.14433 -1.84178 -2.08819
N -0.14767 0.28322 -0.33719
H -2.02967 -2.92078 -2.75119
H -0.26167 0.49422 2.29281
H 1.66433 1.28822 2.67681
H -1.92567 0.98022 -3.82019
H 2.65433 -2.64378 -2.08319
H 1.27033 -2.10478 -2.82619
H -1.54167 -1.79278 2.40081
H 2.75433 -1.13378 -2.41119
H -0.90467 -1.67178 1.10581
H -1.41367 3.51122 1.38581
H 2.57433 1.54422 -2.51719
H 1.08933 -1.47178 1.93581
H -1.17867 2.75522 0.05881
H -3.49967 0.12422 1.72381
H -1.50867 -1.83178 -1.91619
H 2.89433 2.13722 3.03581
H 1.65433 1.23422 -1.35719
H -0.91267 1.34422 -2.50219
H 1.90633 -2.53978 2.68281
H 1.80933 -1.54078 -1.19319
H -3.61967 0.57722 0.27981
H -0.17067 1.86522 2.66881
```

natural (NBO) population analysis, charges in e, atoms 1 to 4: O -0.958; O -0.947; O -0.612; O -0.942

# 2
Computed, not measured: C40H44F12GeN3O5S3V as an isolated structure in a non-equilibrium geometry, with ωB97M-V/def2-TZVPD.

Values from the calculation:
HOMO energy (alpha / beta)	-4.3 / -4.6	eV
F_max	1.8	eV/A
charge	-1
multiplicity	4

```
109
C40H44F12GeN3O5S3V | the OMol25 dataset | ωB97M-V/def2-TZVPD
Ge -1.37597 1.24452 1.74638
V 1.04325 -0.21901 1.11509
S -2.17518 -2.27893 0.11411
S -4.16330 -4.55686 0.28028
S -6.74851 -5.66940 -0.57616
F 3.30363 -0.21749 4.84808
F 1.88120 1.10904 3.95832
F 5.56831 -0.86675 1.63126
F 4.43542 -2.00729 3.05746
F 3.88814 1.79334 4.31407
F 3.76339 -1.84561 -0.03312
F 2.74065 -3.53331 0.84065
F -0.37350 -3.26148 -1.97419
F 0.31755 -4.28007 -0.19774
F 3.54417 -3.63029 -1.17375
F 5.58811 -0.28730 3.69484
F 1.41003 -4.45359 -2.03614
O -0.58156 -0.35686 2.40370
O 0.77458 -1.77507 0.21199
O -1.09116 0.62748 -0.02607
O 2.45194 -0.64660 2.19040
O 0.42664 1.94013 1.65898
N 2.32319 0.37160 -0.27836
N -5.58065 -3.27899 -1.35782
N -4.49396 -2.49242 -1.18172
C -1.18218 -0.13842 4.73245
C -8.38356 -1.59143 -4.04904
C 4.78868 -0.77026 2.71277
C 0.72785 3.34440 1.64290
C 1.50303 -1.61803 -3.28584
C -5.61524 -4.46229 -0.64494
C 5.67456 2.76703 0.74881
C 4.99728 2.01894 1.69626
C 0.18401 -2.07059 3.89717
C -0.95482 -1.11164 3.57523
C 2.91086 -2.83176 -0.28681
C -7.16041 -0.98038 -3.80694
C 0.72562 -3.59368 -1.26641
C 1.70296 -1.28535 -1.95439
C 1.97722 0.06311 -1.60094
C 1.85914 1.01636 -2.61003
C -0.54249 4.18571 1.82269
C -6.25017 -1.54215 -2.93110
C -8.68369 -2.77218 -3.39450
C 1.67041 3.70743 2.78347
C 3.91791 1.19166 1.40001
C 1.40094 3.71424 0.31949
C 5.29852 2.57951 -0.57312
C 1.60671 0.66530 -3.92802
C -1.71725 0.12208 -2.30263
C 3.51629 0.15751 2.47367
C 3.43749 1.11118 0.04992
C -6.55850 -2.73681 -2.27463
C -7.78276 -3.35082 -2.50828
C -1.86544 1.09625 -1.13334
C -3.34740 1.21575 -0.76107
C -2.23935 -1.90405 3.34877
C 1.52226 -2.31120 -0.83147
C 1.47238 -0.66147 -4.29719
C 4.23260 1.77064 -0.91279
C -3.63374 -3.00169 -0.34211
C 6.83340 3.65388 1.13337
C -1.36791 2.46549 -1.59592
C 3.16126 0.73898 3.90659
C 1.25207 -1.07509 -5.73070
H -3.49977 1.98543 -0.00164
H 0.36225 -1.70101 -5.82387
H -5.30214 -1.06230 -2.74726
H -2.00494 2.84873 -2.39783
H 6.57386 4.31176 1.96513
H -1.05788 3.90813 2.74454
H 1.88265 4.77945 2.75086
H -0.27473 5.24190 1.87539
H 5.86333 3.06572 -1.36363
H -2.30682 -0.77993 -2.14453
H -1.29367 -0.69115 5.66755
H 4.01179 1.62335 -1.95832
H -2.08576 0.45219 4.56354
H 7.13971 4.27483 0.29038
H 1.22278 3.46458 3.74830
H -3.00164 -1.27329 2.88046
H 2.61275 3.17455 2.68444
H -1.38938 3.17613 -0.77135
H 1.37541 4.79712 0.17065
H 1.95514 2.06066 -2.34211
H -9.63519 -3.26076 -3.56100
H -0.17263 -2.85405 4.56955
H 2.44142 3.39235 0.31145
H 7.69953 3.06164 1.44250
H 0.88211 3.23266 -0.50553
H -0.33453 0.54190 4.82095
H 1.52530 1.44426 -4.67968
H -1.24046 4.04803 0.99590
H 1.12748 -0.20424 -6.37494
H -2.05042 0.60239 -3.22701
H 1.36084 -2.65452 -3.56638
H -9.09201 -1.14904 -4.73744
H -3.71100 0.26345 -0.36804
H 1.01875 -1.55147 4.36754
H -0.67276 -0.16759 -2.41602
H -2.62081 -2.25428 4.30971
H -2.05939 -2.76648 2.70858
H -0.34776 2.38531 -1.96912
H -8.03599 -4.26834 -2.00600
H 0.55124 -2.53276 2.97941
H -6.91055 -0.05073 -4.30160
H 5.36368 2.05538 2.71378
H -3.93447 1.47938 -1.64461
H 2.09973 -1.65432 -6.10458
```

Mulliken population analysis, charges in e, atoms 1 to 4: Ge -0.835; V 1.346; S -0.265; S -0.126

# 3
Computed, not measured: one molecule with the formula C4H7NO, with ωB97M-V/def2-TZVPD.

Values from the calculation:
HOMO energy (alpha / beta)	-7.6 / -7.6	eV
F_max	0.3	eV/A
charge	0

```
13
C4H7NO | the OMol25 dataset | ωB97M-V/def2-TZVPD
O -1.99173 1.40113 0.90590
N -1.33803 -0.58466 -0.14036
C 0.29867 1.05834 0.34943
C 1.24480 0.31765 -0.54896
C 0.85318 -1.00989 -0.10918
C -1.06903 0.74294 0.43814
H 2.26508 0.54717 -0.22108
H -1.57851 -1.22596 0.61092
H 0.67139 1.88596 0.94436
H -2.17416 -0.51675 -0.72615
H 1.10455 -1.30241 0.90495
H 1.16234 0.48868 -1.62670
H 0.55146 -1.80219 -0.78128
```

natural (NBO) population analysis, charges in e, atoms 1 to 4: O -0.638; N -0.822; C -0.378; C -0.521

# 4
Computed, not measured: C16H10BrIrN3O4 as an isolated structure in a non-equilibrium geometry, with ωB97M-V/def2-TZVPD.

Values from the calculation:
HOMO energy (alpha / beta)	-15.0 / -14.9	eV
F_max	2.1	eV/A
charge	+2
multiplicity	2

```
35
C16H10BrIrN3O4 | the OMol25 dataset | ωB97M-V/def2-TZVPD
Ir 0.72871 -1.41916 -0.28269
Br -0.62826 2.75734 -6.18740
O 2.47989 -2.20450 0.55236
O 0.20778 -1.47928 -2.10142
O 2.31068 -0.20540 -0.19467
O 4.22794 -0.89390 0.63077
N 0.00024 -1.51595 1.59705
N -0.31890 0.27982 -0.22763
N 3.11822 -1.09391 0.35839
C -0.63934 -1.22811 4.27268
C -0.00311 0.15106 -5.30223
C -0.53247 1.76000 -3.57221
C -1.09452 2.22245 2.91602
C -0.74231 -0.10982 3.41310
C -0.55462 0.70943 1.12847
C 0.12689 -2.54753 2.43402
C -0.54091 1.06643 -1.23542
C -0.83758 1.98280 1.55138
C -1.07675 1.19860 3.82792
C -0.21124 -2.43771 3.78309
C 0.04426 -0.52471 -3.00819
C -0.36352 1.45768 -4.90787
C 0.19254 -0.82904 -4.36119
C -0.32709 0.77020 -2.60803
C -0.44263 -0.31031 2.06429
H -0.85535 2.81895 0.86478
H -0.82191 2.76187 -3.28054
H -0.10832 -3.30242 4.42236
H 0.46856 -1.84024 -4.63060
H 0.11479 -0.07024 -6.35440
H -0.94436 2.04946 -1.01822
H 0.51024 -3.47324 2.02378
H -1.30547 3.23231 3.23939
H -1.28644 1.38518 4.87313
H -0.89564 -1.11808 5.31971
```

natural (NBO) population analysis, charges in e, atoms 1 to 4: Ir 1.550; Br 0.224; O -0.461; O -0.557